Record 1
C6H7Cl2NS in the gas phase in a non-equilibrium geometry, computed with ωB97M-V/def2-TZVPD.

XYZ file:
```
17
Properties=species:S:1:pos:R:3:mulliken_charge:R:1
N -0.999 0.783 -2.602 -0.607
C -0.212 0.656 -1.468 0.840
Cl 0.920 -0.637 -1.636 -0.109
C -0.298 1.579 -0.480 -0.470
C 0.398 1.636 0.757 -0.520
C 1.010 0.578 1.374 -0.542
C 0.763 -0.887 1.330 0.385
Cl 2.083 -1.781 2.020 -0.245
C -0.356 -1.524 1.032 -0.011
S -0.692 -3.239 1.046 -0.179
H -1.768 1.422 -2.463 0.215
H -1.368 -0.016 -3.068 0.242
H -1.023 2.515 -0.582 0.062
H 0.491 2.651 1.018 0.381
H 1.726 0.764 2.264 0.182
H -1.198 -0.814 0.710 0.262
H 0.523 -3.687 0.748 0.116
```

Values from the calculation:
* charge: 0
* structure (SMILES): N/C(Cl)=C/C=C\C(Cl)=C\S

=====

Record 2
10 unconnected molecules or ions with the total composition C3H26O10 in a non-equilibrium geometry, computed with ωB97M-V/def2-TZVPD.

XYZ file:
```
39
Properties=species:S:1:pos:R:3:mulliken_charge:R:1
C -0.997 0.558 0.118 -0.292
O 0.178 1.298 -0.110 -0.457
H -0.846 -0.515 0.261 -0.166
H -1.490 0.926 1.025 0.244
H -1.747 0.718 -0.667 0.323
H 0.751 0.745 -0.661 0.239
C 2.708 2.619 -1.945 -0.463
O 3.482 1.577 -1.384 -0.525
H 3.363 3.360 -2.395 0.286
H 2.026 2.259 -2.728 0.171
H 2.070 3.088 -1.189 0.208
H 2.903 1.046 -0.825 0.366
C -0.198 -2.657 2.214 -0.423
O 0.941 -2.611 1.357 -0.455
H -0.980 -1.968 1.922 0.069
H -0.563 -3.678 2.332 0.280
H 0.048 -2.322 3.231 0.262
H 1.643 -3.018 1.873 0.246
O 2.066 -0.784 -0.494 -0.587
H 1.639 -1.542 -0.062 0.280
H 2.551 -1.140 -1.247 0.299
O 0.883 0.651 2.851 -0.584
H 1.003 0.924 1.929 0.329
H 1.766 0.685 3.230 0.282
O 1.208 -0.730 -3.465 -0.585
H 1.234 -0.098 -4.189 0.297
H 0.276 -0.803 -3.220 0.325
O -3.742 3.073 -0.634 -0.641
H -2.884 3.013 -1.066 0.317
H -3.536 3.154 0.303 0.328
O -1.218 -1.955 -2.337 -0.633
H -0.720 -2.627 -1.857 0.335
H -1.567 -2.411 -3.110 0.287
O -1.663 2.411 3.654 -0.648
H -1.019 1.791 3.288 0.355
H -1.225 2.776 4.427 0.295
O -2.764 -2.946 0.055 -0.614
H -2.529 -2.069 0.370 0.350
H -3.054 -2.793 -0.850 0.302
```

Values from the calculation:
* charge: 0
* structure (SMILES): CO.CO.CO.O.O.O.O.O.O.O

=====

Record 3
A molecular structure, C45H112CuN7O15 in a non-equilibrium geometry, computed with ωB97M-V/def2-TZVPD.

XYZ file:
```
180
Properties=species:S:1:pos:R:3:mulliken_charge:R:1
Cu 2.402 2.828 1.421 0.621
C -2.089 -3.098 1.943 -1.252
C -2.001 -1.648 1.375 0.528
C -3.394 -1.218 1.020 -1.187
O -1.296 -0.735 2.200 -0.787
H -1.104 -3.412 2.287 0.302
H -2.421 -3.826 1.202 0.353
H -2.770 -3.160 2.792 0.298
H -1.404 -1.808 0.478 0.154
H -3.333 -0.313 0.416 0.264
H -4.017 -1.163 1.913 0.312
H -3.989 -1.910 0.425 0.345
C 4.016 2.540 -9.930 -0.742
O 2.642 2.800 -9.744 -0.325
C 1.973 3.272 -10.916 -0.608
C 0.553 3.846 -10.658 -0.742
N -0.327 2.842 -10.158 -0.356
C -1.651 3.403 -9.857 -0.629
C -2.450 2.358 -9.067 -0.563
O -1.540 1.730 -8.165 -0.347
C -2.160 1.728 -6.899 -0.801
H 4.193 1.534 -9.549 0.228
H 4.632 3.271 -9.406 0.249
H 4.331 2.653 -10.967 0.361
H 2.013 2.464 -11.647 0.372
H 2.557 4.059 -11.393 0.453
H 0.220 4.394 -11.540 0.376
H 0.563 4.598 -9.870 0.403
H 0.070 2.444 -9.320 0.329
H -2.131 3.761 -10.768 0.371
H -1.616 4.249 -9.171 0.316
H -2.882 1.587 -9.705 0.309
H -3.317 2.835 -8.610 0.441
H -2.297 2.744 -6.529 0.334
H -1.597 1.155 -6.162 0.252
H -3.129 1.232 -6.842 0.320
C -5.048 7.222 0.076 -0.811
O -4.695 6.828 1.390 -0.243
C -5.739 6.041 1.976 -0.688
C -5.372 5.564 3.393 -0.608
N -5.438 6.697 4.284 -0.397
C -4.944 6.300 5.585 -0.622
C -5.030 7.491 6.547 -0.600
O -4.252 8.556 6.025 -0.281
C -4.512 9.874 6.491 -0.770
H -5.182 6.413 -0.643 0.328
H -4.189 7.748 -0.341 0.247
H -5.886 7.915 0.005 0.313
H -5.862 5.155 1.353 0.431
H -6.713 6.529 1.939 0.368
H -4.362 5.155 3.364 0.326
H -6.072 4.782 3.690 0.429
H -4.689 7.291 3.958 0.260
H -3.875 6.088 5.598 0.298
H -5.566 5.464 5.906 0.424
H -4.577 7.253 7.509 0.365
H -6.042 7.896 6.569 0.381
H -4.244 9.980 7.542 0.292
H -5.508 10.245 6.247 0.315
H -3.854 10.549 5.944 0.243
C 1.768 4.469 4.136 -0.886
O 2.175 5.305 3.040 -0.217
C 1.319 6.415 2.829 -0.607
C 1.697 6.939 1.459 -0.765
N 1.032 6.177 0.407 -0.205
C 1.379 6.633 -0.974 -0.741
C 1.143 5.415 -1.845 -0.606
O 2.232 4.521 -1.621 -0.266
C 2.116 3.321 -2.316 -0.777
H 1.984 4.904 5.112 0.307
H 2.347 3.546 4.127 0.239
H 0.713 4.214 4.036 0.404
H 1.624 7.139 3.584 0.367
H 0.259 6.184 2.939 0.373
H 2.761 7.109 1.294 0.434
H 1.239 7.928 1.419 0.384
H 0.037 6.295 0.534 0.198
H 2.423 6.942 -1.025 0.346
H 0.682 7.420 -1.263 0.397
H 1.107 5.743 -2.884 0.454
H 0.196 4.946 -1.578 0.358
H 3.079 2.815 -2.245 0.198
H 1.841 3.546 -3.346 0.330
H 1.304 2.710 -1.922 0.330
C -10.906 -6.240 3.523 -0.737
O -9.718 -7.031 3.391 -0.313
C -8.874 -6.640 2.321 -0.713
C -7.847 -7.693 1.908 -0.527
N -8.373 -8.878 1.197 -0.358
C -7.227 -9.794 0.919 -0.587
C -7.588 -10.972 -0.056 -0.617
O -8.309 -12.026 0.625 -0.314
C -8.785 -13.094 -0.197 -0.715
H -11.508 -6.629 4.344 0.258
H -11.542 -6.330 2.643 0.315
H -10.683 -5.196 3.743 0.290
H -8.354 -5.723 2.599 0.374
H -9.452 -6.408 1.427 0.377
H -7.269 -7.881 2.812 0.332
H -7.234 -7.088 1.240 0.403
H -8.956 -9.320 1.893 0.212
H -6.697 -10.255 1.753 0.345
H -6.499 -9.186 0.382 0.437
H -6.724 -11.560 -0.367 0.383
H -8.171 -10.548 -0.873 0.334
H -9.372 -13.730 0.465 0.250
H -7.963 -13.620 -0.682 0.273
H -9.553 -12.727 -0.877 0.302
C -5.669 -0.994 8.629 -0.755
O -4.391 -0.881 9.170 -0.324
C -3.349 -1.518 8.366 -0.641
C -2.026 -1.756 9.148 -0.432
N -0.997 -2.423 8.256 -0.384
C 0.280 -2.483 8.963 -0.679
C 0.296 -3.651 9.947 -0.554
O -0.270 -3.277 11.251 -0.290
C -0.074 -4.289 12.199 -0.768
H -5.706 -0.683 7.585 0.317
H -6.488 -0.552 9.197 0.274
H -5.932 -2.049 8.548 0.306
H -3.070 -0.868 7.538 0.315
H -3.690 -2.472 7.963 0.410
H -2.153 -2.388 10.027 0.333
H -1.757 -0.729 9.395 0.198
H -0.978 -1.952 7.363 0.263
H 0.577 -1.536 9.414 0.347
H 1.066 -2.753 8.258 0.430
H 1.342 -3.819 10.205 0.455
H -0.215 -4.511 9.516 0.313
H -0.425 -5.296 11.974 0.315
H -0.611 -3.974 13.093 0.260
H 0.967 -4.348 12.516 0.294
C 2.183 -4.476 -6.101 -0.718
O 3.341 -5.146 -6.519 -0.319
C 4.472 -4.738 -5.759 -0.369
C 5.616 -5.718 -6.074 -0.843
N 6.120 -5.544 -7.448 -0.337
C 7.069 -4.412 -7.508 -0.366
C 7.686 -4.373 -8.911 -0.526
O 8.833 -3.622 -8.914 -0.310
C 9.631 -3.717 -10.080 -0.774
H 1.410 -4.707 -6.834 0.239
H 2.331 -3.397 -6.052 0.298
H 1.953 -4.825 -5.095 0.288
H 4.238 -5.002 -4.728 0.379
H 4.718 -3.684 -5.885 0.357
H 5.373 -6.763 -5.886 0.326
H 6.397 -5.514 -5.341 0.367
H 5.314 -5.377 -8.034 0.277
H 7.856 -4.603 -6.779 0.273
H 6.515 -3.517 -7.226 0.210
H 6.959 -4.062 -9.661 0.301
H 7.987 -5.396 -9.137 0.350
H 10.182 -4.658 -10.092 0.312
H 10.385 -2.936 -10.176 0.271
H 9.073 -3.749 -11.016 0.312
C 8.901 0.147 -1.053 -0.440
O 7.944 -0.775 -0.469 -0.389
C 6.923 -0.253 0.395 -0.720
C 7.416 0.672 1.499 -0.333
N 7.489 2.081 1.093 -0.399
C 8.211 2.893 2.103 -0.838
C 9.754 2.771 1.882 -0.488
O 10.023 2.973 0.539 -0.390
C 11.361 2.650 0.199 -0.845
H 9.518 0.659 -0.314 -0.016
H 8.584 0.900 -1.775 0.304
H 9.616 -0.495 -1.567 0.341
H 6.418 -1.150 0.753 0.370
H 6.092 0.139 -0.191 0.293
H 8.369 0.368 1.931 0.296
H 6.658 0.593 2.279 0.425
H 8.112 2.265 0.320 0.329
H 8.015 2.558 3.122 0.399
H 7.956 3.951 2.055 0.354
H 10.262 1.844 2.149 0.389
H 10.297 3.563 2.400 0.428
H 11.563 1.579 0.171 0.331
H 12.026 3.054 0.961 0.341
H 11.672 3.012 -0.781 0.255
```

Values from the calculation:
* charge: 0

=====

Record 4
A gas-phase ion, C5H8N (charge +1) in a non-equilibrium geometry, computed with ωB97M-V/def2-TZVPD.

XYZ file:
```
14
Properties=species:S:1:pos:R:3:mulliken_charge:R:1
C -2.474 -0.375 -0.263 -0.142
C 0.610 1.352 -0.266 -0.602
C -0.412 0.483 0.513 -0.116
C 0.840 -0.017 0.226 0.472
C 1.764 -1.068 -0.003 -0.751
N -1.217 -0.439 -0.336 -0.349
H -3.185 -0.851 -0.863 0.315
H -2.918 0.319 0.496 0.164
H 0.693 1.557 -1.430 0.294
H 1.055 2.119 0.387 0.280
H -0.950 0.886 1.418 0.469
H 2.110 -1.175 -1.047 0.314
H 1.413 -2.050 0.485 0.307
H 2.671 -0.740 0.684 0.344
```

Values from the calculation:
* charge: +1

=====

Record 5
A molecular structure, C12H26BF4GeS4W in a non-equilibrium geometry, computed with ωB97M-V/def2-TZVPD.

XYZ file:
```
49
Properties=species:S:1:pos:R:3:mulliken_charge:R:1
W -0.477 0.359 -0.079 -1.313
C -2.210 -0.734 2.570 -0.901
C -3.007 -1.212 1.359 -0.174
S -2.854 -0.105 -0.124 -0.098
C -2.953 -1.350 -1.495 -0.300
C -2.020 -1.115 -2.699 -0.875
S -0.479 -0.125 -2.441 0.065
C 1.044 -1.147 -2.672 -0.953
C 1.803 -1.630 -1.437 -0.458
S 1.796 -0.426 -0.027 -0.055
C 1.766 -1.595 1.409 -0.783
C 0.737 -1.339 2.542 -0.944
S -0.532 -0.014 2.300 0.096
H -2.138 -1.548 3.292 0.479
H -2.722 0.090 3.066 0.396
H -4.060 -1.246 1.636 0.636
H -2.701 -2.199 1.039 -0.057
H -3.983 -1.350 -1.851 0.647
H -2.762 -2.305 -1.034 0.032
H -2.535 -0.544 -3.468 0.552
H -1.755 -2.082 -3.118 0.411
H 1.666 -0.475 -3.262 0.490
H 0.802 -2.009 -3.292 0.484
H 2.842 -1.809 -1.711 0.631
H 1.388 -2.548 -1.056 0.202
H 2.768 -1.593 1.831 0.660
H 1.577 -2.568 0.974 0.265
H 1.259 -1.032 3.444 0.536
H 0.217 -2.273 2.752 0.511
C 1.970 2.786 1.871 -0.941
Ge 1.215 3.291 0.155 0.340
C 2.457 3.013 -1.312 -0.955
C 0.747 5.165 0.197 -1.161
C -0.462 2.230 -0.229 0.106
H 2.913 3.314 2.021 0.421
H 2.171 1.716 1.953 0.218
H 1.285 3.071 2.671 0.334
H 3.397 3.528 -1.105 0.403
H 2.031 3.439 -2.222 0.344
H 2.679 1.960 -1.489 0.246
H 1.655 5.750 0.348 0.359
H 0.050 5.385 1.006 0.359
H 0.291 5.463 -0.747 0.372
H -1.264 2.856 -0.629 0.525
F -0.630 -1.957 0.013 0.629
B -0.729 -3.501 -0.199 0.056
F -1.943 -3.875 0.327 -0.282
F 0.335 -4.027 0.486 -0.267
F -0.648 -3.682 -1.563 -0.293
```

Values from the calculation:
* charge: +1

=====

Record 6
C4H7NO in the gas phase in a non-equilibrium geometry, computed with ωB97M-V/def2-TZVPD.

XYZ file:
```
13
Properties=species:S:1:pos:R:3:mulliken_charge:R:1
C 1.869 0.110 0.299 -1.110
C 0.397 0.318 0.435 0.451
O -0.122 1.247 1.047 -0.497
C -0.663 -0.525 -0.275 0.518
C -1.872 0.050 0.414 -0.907
N -0.960 0.024 -1.559 -0.588
H 2.437 0.883 0.820 0.316
H 2.124 0.120 -0.767 0.294
H 2.136 -0.882 0.682 0.311
H -0.460 -1.618 -0.179 0.357
H -2.058 -0.020 1.483 0.292
H -2.654 0.407 -0.246 0.341
H -0.114 -0.038 -2.145 0.223
```

Values from the calculation:
* charge: 0

=====

| no. | electronic energy (Eh) |
| --- | --- |
| 1 | -1606.07462 |
| 2 | -882.24142 |
| 3 | -4933.40639 |
| 4 | -249.64148 |
| 5 | -4633.90270 |
| 6 | -286.42832 |